# 1
Entry from OMol25: a structure of composition C37H40AuN2SSbSe4 (ωB97M-V/def2-TZVPD).

The geometry in XYZ format:
```
86
C37H40AuN2SSbSe4 (ωB97M-V/def2-TZVPD)
Au -1.42 0.76 -1.27
C 1.88 3.65 -3.14
C 2.16 2.66 -2.01
C 3.36 3.11 -1.17
C 2.36 1.26 -2.55
C 3.34 1.02 -3.51
C 3.51 -0.24 -4.06
C 2.67 -1.28 -3.68
C 1.69 -1.08 -2.72
C 0.80 -2.25 -2.32
C -0.11 -2.67 -3.47
C 1.63 -3.43 -1.81
C 1.56 0.19 -2.15
N 0.61 0.38 -1.11
C 0.95 0.09 0.14
C -0.06 0.08 1.15
N -1.32 0.38 0.84
C -2.34 -0.05 1.74
C -2.67 -1.42 1.74
C -3.60 -1.89 2.66
C -4.19 -1.02 3.57
C -3.87 0.32 3.54
C -2.96 0.84 2.62
C -2.74 2.35 2.64
C -1.28 2.80 2.69
C -3.49 3.01 1.49
C -2.04 -2.41 0.77
C -1.32 -3.54 1.50
C -3.09 -2.95 -0.20
C 0.56 -0.41 2.40
C 0.12 -0.66 3.67
C 1.05 -1.16 4.62
C 2.36 -1.41 4.31
C 2.84 -1.17 2.99
C 4.15 -1.41 2.49
C 4.44 -1.15 1.18
C 3.47 -0.64 0.26
C 2.21 -0.38 0.73
C 1.92 -0.66 2.09
H 1.57 4.61 -2.73
H 1.08 3.30 -3.79
H 2.78 3.80 -3.75
H 1.28 2.66 -1.36
H 4.26 3.17 -1.78
H 3.55 2.42 -0.34
H 3.17 4.10 -0.75
H 3.98 1.84 -3.82
H 4.28 -0.40 -4.81
H 2.79 -2.25 -4.14
H 0.17 -1.92 -1.50
H 0.47 -3.00 -4.33
H -0.74 -1.84 -3.80
H -0.76 -3.49 -3.16
H 2.18 -3.90 -2.62
H 0.97 -4.19 -1.37
H 2.34 -3.12 -1.04
H -3.86 -2.94 2.67
H -4.91 -1.40 4.29
H -4.35 1.00 4.23
H -3.21 2.68 3.57
H -0.75 2.58 1.76
H -0.74 2.34 3.52
H -1.25 3.89 2.82
H -3.13 2.66 0.52
H -3.34 4.09 1.50
H -4.56 2.81 1.56
H -1.30 -1.88 0.18
H -2.02 -4.16 2.07
H -0.57 -3.15 2.19
H -0.81 -4.19 0.78
H -3.88 -3.48 0.33
H -2.63 -3.65 -0.91
H -3.55 -2.14 -0.77
H -0.91 -0.51 3.97
H 0.70 -1.36 5.63
H 3.04 -1.81 5.06
H 4.91 -1.80 3.15
H 5.43 -1.35 0.81
H 3.75 -0.47 -0.77
Se -4.62 4.13 -3.25
Sb -2.18 3.92 -3.23
Se -1.23 4.14 -1.01
Se -1.02 4.78 -5.16
Se -1.50 1.38 -3.65
S -4.71 1.48 -1.80
C -3.29 1.03 -1.65
```

As for the HOMO-LUMO gap (spin up / spin down): 5.735 / 5.383 eV. The energy above the lowest of the compared OMol25 structures with the same formula, charge and spin is 0.00 kJ/mol. The maximum force is 0.5 eV/Å. As for the charge: -1. Its multiplicity is 2. The value obtained for the HOMO energy (spin up / spin down) is -4.414 / -4.422 eV.



# 2
Entry from OMol25: a structure of composition C37H40Br2F4HgN3O5PSb in a non-equilibrium geometry (ωB97M-V/def2-TZVPD).

The geometry in XYZ format:
```
94
C37H40Br2F4HgN3O5PSb (ωB97M-V/def2-TZVPD)
Hg 0.05 1.82 0.20
N 0.88 4.18 0.95
C 2.23 4.14 0.38
C 2.17 3.71 -1.10
O 2.83 4.32 -1.94
N 1.36 2.68 -1.31
C 1.21 2.24 -2.69
C 0.37 0.96 -2.62
O 0.89 -0.14 -2.80
O -0.85 1.17 -2.32
H 0.35 4.92 0.50
H 0.92 4.37 1.95
H 2.82 3.41 0.95
H 2.74 5.12 0.43
H 2.19 2.03 -3.14
H 0.69 3.00 -3.28
F -6.32 2.71 -4.09
C -5.34 2.19 -3.30
C -5.28 0.80 -3.06
F -6.19 -0.02 -3.64
C -4.30 0.29 -2.23
F -4.35 -1.04 -2.03
C -3.34 1.08 -1.59
P -1.96 0.36 -0.63
C -2.92 -0.23 0.88
C -4.27 -0.53 0.95
C -4.83 -1.01 2.12
C -4.05 -1.16 3.26
C -2.70 -0.83 3.22
C -2.15 -0.39 2.03
C -1.75 -1.32 -1.32
C -1.63 -2.42 -0.48
C -1.56 -3.69 -1.01
C -1.59 -3.89 -2.38
C -1.68 -2.79 -3.22
C -1.75 -1.51 -2.70
C -3.42 2.48 -1.87
Br -2.19 3.73 -1.16
C -4.40 3.00 -2.69
F -4.47 4.33 -2.90
H -4.91 -0.37 0.10
H -5.88 -1.25 2.14
H -4.49 -1.52 4.18
H -2.09 -0.92 4.10
H -1.09 -0.17 1.98
H -1.61 -2.29 0.59
H -1.48 -4.54 -0.34
H -1.55 -4.89 -2.78
H -1.68 -2.94 -4.29
H -1.81 -0.66 -3.36
Br -3.72 2.91 1.80
C -2.18 2.88 2.95
C -2.36 3.40 4.20
C -1.28 3.31 5.10
C -0.13 2.69 4.66
C -0.03 2.21 3.36
N -1.07 2.33 2.48
C 1.22 1.52 2.90
O 2.19 1.51 3.66
O 1.19 0.95 1.75
H -3.31 3.84 4.48
H -1.37 3.71 6.10
H 0.73 2.56 5.31
C 1.74 -3.23 -2.69
C 2.30 -3.27 -1.28
C 3.69 -3.89 -1.31
Sb 2.10 -1.24 -0.32
C 4.19 -0.57 -0.68
C 4.34 0.79 -0.04
C 4.56 -0.49 -2.15
C 2.55 -1.93 1.77
C 3.68 -2.91 2.01
C 1.25 -2.44 2.38
H 1.68 -4.23 -3.11
H 2.36 -2.61 -3.33
H 0.74 -2.79 -2.69
H 1.65 -3.90 -0.67
H 4.36 -3.30 -1.93
H 3.64 -4.89 -1.75
H 4.11 -3.97 -0.32
H 4.84 -1.30 -0.17
H 3.75 1.52 -0.60
H 5.38 1.12 -0.05
H 3.98 0.79 0.99
H 3.86 0.15 -2.67
H 4.54 -1.47 -2.63
H 5.57 -0.08 -2.26
H 2.80 -1.00 2.27
H 3.40 -3.92 1.69
H 3.92 -2.95 3.08
H 4.58 -2.61 1.48
H 0.85 -3.28 1.81
H 0.51 -1.64 2.37
H 1.39 -2.76 3.41
```

As for the HOMO-LUMO gap (spin up / spin down): 3.364 / 6.593 eV. The energy above the lowest of the compared OMol25 structures with the same formula, charge and spin is 99.71 kJ/mol. The maximum force is 2.0 eV/Å. As for the charge: -2. Its multiplicity is 2. The value obtained for the HOMO energy (spin up / spin down) is 0.612 / -2.617 eV.



# 3
Entry from OMol25: a structure of composition C37H40F5O4P2STe5Ti in a non-equilibrium geometry (ωB97M-V/def2-TZVPD).

The geometry in XYZ format:
```
95
C37H40F5O4P2STe5Ti (ωB97M-V/def2-TZVPD)
Ti -0.74 1.11 -1.22
Te -1.21 -2.65 -1.83
Te -3.54 -5.04 -6.77
Te -2.78 -3.14 -5.08
Te -1.86 -0.35 -3.25
O -1.34 -0.29 0.28
P -0.31 -1.33 0.73
C 1.41 -1.55 0.18
P 2.27 0.13 -0.23
O 0.93 0.93 -0.07
C 3.22 0.30 1.32
C 2.96 1.40 2.13
C 3.62 1.55 3.34
C 4.55 0.61 3.75
C 4.82 -0.49 2.95
C 4.15 -0.65 1.74
C 3.39 -0.63 -1.49
C 4.76 -0.33 -1.45
C 5.64 -0.93 -2.33
C 5.17 -1.83 -3.28
C 3.82 -2.13 -3.34
C 2.94 -1.54 -2.44
C 0.11 -0.60 2.41
C 0.91 -1.27 3.32
C 1.17 -0.75 4.58
C 0.60 0.46 4.96
C -0.23 1.13 4.07
C -0.47 0.60 2.80
C -1.01 -2.86 1.41
C -2.21 -2.78 2.11
C -2.82 -3.93 2.57
C -2.24 -5.17 2.35
C -1.03 -5.25 1.66
C -0.43 -4.10 1.19
H 1.48 -2.29 -0.60
H 1.95 -1.92 1.06
H 2.23 2.13 1.80
H 3.39 2.41 3.96
H 5.07 0.73 4.69
H 5.55 -1.23 3.26
H 4.36 -1.51 1.12
H 5.12 0.39 -0.73
H 6.69 -0.69 -2.29
H 5.86 -2.29 -3.98
H 3.44 -2.82 -4.08
H 1.88 -1.76 -2.51
H 1.34 -2.24 3.07
H 1.82 -1.28 5.27
H 0.80 0.88 5.94
H -0.68 2.07 4.35
H -1.10 1.14 2.11
H -2.65 -1.81 2.29
H -3.76 -3.86 3.11
H -2.73 -6.07 2.71
H -0.58 -6.22 1.48
H 0.50 -4.17 0.63
C 0.66 2.15 -4.82
S 1.61 1.96 -3.31
C 3.15 1.54 -4.12
O 1.11 0.65 -2.74
H 1.10 2.94 -5.42
H -0.35 2.43 -4.53
H 0.67 1.19 -5.34
H 3.41 2.36 -4.80
H 3.03 0.60 -4.66
H 3.91 1.44 -3.35
C -4.26 -0.93 -0.78
C -4.14 0.56 -1.09
C -5.31 0.92 -2.03
C -2.82 1.00 -1.73
C -4.21 1.42 0.19
C -4.31 2.80 0.10
C -4.28 3.61 1.22
C -4.14 3.04 2.48
C -4.03 1.66 2.59
C -4.07 0.86 1.46
H -4.28 -1.50 -1.72
H -5.19 -1.12 -0.25
H -3.43 -1.30 -0.20
H -5.23 0.31 -2.93
H -5.29 1.97 -2.32
H -6.27 0.71 -1.55
H -2.97 1.87 -2.37
H -4.38 3.27 -0.88
H -4.33 4.68 1.11
H -4.09 3.67 3.36
H -3.90 1.20 3.56
H -3.98 -0.21 1.56
F -1.10 2.56 0.24
Te 0.40 3.86 -0.81
F 1.02 4.89 -2.29
F 3.02 1.65 -0.77
F 0.87 5.47 0.26
F -1.17 4.88 -0.92
O -0.62 2.70 -2.16
```

As for the HOMO-LUMO gap (spin up / spin down): 4.687 / 4.507 eV. The energy above the lowest of the compared OMol25 structures with the same formula, charge and spin is 0.00 kJ/mol. The maximum force is 1.9 eV/Å. As for the charge: -2. Its multiplicity is 2. The value obtained for the HOMO energy (spin up / spin down) is -0.968 / -0.788 eV.



# 4
Entry from OMol25: a structure of composition C37H40MnN4O2Sb2Se (ωB97M-V/def2-TZVPD).

The geometry in XYZ format:
```
87
C37H40MnN4O2Sb2Se (ωB97M-V/def2-TZVPD)
Mn -0.43 -0.79 -1.58
C 2.50 -1.59 2.60
C 2.10 -2.99 2.15
C 0.72 -3.48 2.62
Sb -0.94 -2.32 1.90
C -1.02 -2.94 -0.17
C -0.15 -3.92 -0.68
C -0.49 -4.66 -1.80
C -1.69 -4.41 -2.47
C -2.54 -3.40 -2.03
C -2.22 -2.68 -0.87
C -2.66 -3.34 2.63
C -2.75 -4.71 2.42
C -3.86 -5.39 2.90
C -4.86 -4.70 3.58
C -4.76 -3.33 3.79
C -3.65 -2.64 3.31
Sb 1.14 0.00 2.06
C 2.00 1.72 3.00
C 3.31 2.07 2.71
C 3.88 3.17 3.34
C 3.14 3.90 4.26
C 1.83 3.55 4.55
C 1.25 2.45 3.92
C 1.68 0.33 0.01
C 1.77 1.66 -0.43
C 2.32 1.95 -1.68
C 2.79 0.93 -2.49
C 2.70 -0.38 -2.07
C 2.14 -0.69 -0.83
H 3.48 -1.32 2.22
H 2.55 -1.53 3.69
H 2.85 -3.69 2.54
H 2.18 -3.07 1.06
H 0.56 -4.52 2.35
H 0.64 -3.42 3.70
H 0.76 -4.17 -0.15
H 0.16 -5.46 -2.14
H -1.98 -5.01 -3.32
H -3.48 -3.21 -2.53
H -2.95 -2.00 -0.46
H -1.98 -5.25 1.88
H -3.94 -6.46 2.74
H -5.72 -5.24 3.96
H -5.53 -2.80 4.33
H -3.57 -1.57 3.48
H 3.90 1.51 1.99
H 4.90 3.44 3.12
H 3.59 4.75 4.76
H 1.26 4.10 5.29
H 0.24 2.16 4.18
H 1.47 2.47 0.22
H 2.41 2.99 -1.99
H 3.27 1.17 -3.44
H 3.12 -1.18 -2.68
H 2.16 -1.72 -0.49
C 0.77 0.52 -6.53
O 0.29 0.94 -5.23
C 0.15 0.10 -4.26
O -0.29 0.48 -3.16
N 0.52 -1.20 -4.42
N 0.29 -2.06 -3.34
H 0.78 1.43 -7.13
H 0.08 -0.19 -6.98
H 1.78 0.12 -6.46
H 0.79 -1.58 -5.31
H 1.15 -2.55 -3.12
H -0.42 -2.75 -3.57
C -2.03 3.10 -2.57
N -1.50 3.25 -1.23
C -1.53 2.34 -0.26
Se -2.17 0.56 -0.32
N -1.07 2.91 0.87
C -0.72 4.23 0.63
C -0.21 5.23 1.45
C 0.02 6.46 0.85
C -0.26 6.68 -0.51
C -0.76 5.68 -1.32
C -0.98 4.45 -0.72
H -2.20 2.05 -2.78
H -1.32 3.50 -3.29
H -2.97 3.65 -2.65
H -1.10 2.44 1.76
H -0.01 5.07 2.50
H 0.41 7.27 1.44
H -0.07 7.66 -0.93
H -0.99 5.87 -2.36
```

As for the HOMO-LUMO gap (spin up / spin down): 6.592 / 6.092 eV. The maximum force is 0.7 eV/Å. As for the charge: +3. Its multiplicity is 5. The value obtained for the HOMO energy (spin up / spin down) is -15.160 / -15.785 eV.